(1)
# H6O3

A 3-piece molecular cluster, H6O3 overall at a distorted geometry (ωB97M-V/def2-TZVPD, the Open Molecules 2025 dataset).

For the energy relative to the best compared isomer or geometry (same formula, charge and spin), the calculation gives 0.972 eV. The frontier orbital gap is 11.95 eV. Its HOMO energy is -11.4189 eV. The value obtained for the molar mass is 54.05 g/mol. The net charge is 0. Its SMILES is O.O.O.

```
9
Properties=species:S:1:pos:R:3:mulliken_charge:R:1
H -2.882 0.614 -0.232 0.315
H -3.434 1.496 -1.366 0.326
H 1.383 -0.404 2.792 0.313
H 0.846 -0.737 1.298 0.314
H 2.502 -0.431 -0.534 0.310
H 1.270 -0.928 -1.436 0.324
O -2.792 0.744 -1.167 -0.641
O 1.067 -0.094 1.984 -0.627
O 2.041 -0.261 -1.340 -0.634
```

***

(2)
# H6O3

A 3-piece molecular cluster, H6O3 overall (ωB97M-V/def2-TZVPD, the Open Molecules 2025 dataset).

For the energy relative to the best compared isomer or geometry (same formula, charge and spin), the calculation gives 0.261 eV. The frontier orbital gap is 11.23 eV. Its HOMO energy is -10.7263 eV. The value obtained for the molar mass is 54.05 g/mol. The net charge is 0. Its SMILES is O.O.O.

```
9
Properties=species:S:1:pos:R:3:mulliken_charge:R:1
O -0.655 1.095 -0.141 -0.672
H -0.546 1.958 -0.551 0.298
H 0.258 0.734 -0.056 0.413
O 1.961 0.073 0.093 -0.689
H 2.686 0.649 0.364 0.322
H 2.100 -0.751 0.577 0.322
O -1.813 -1.593 0.064 -0.650
H -1.554 -0.691 0.309 0.349
H -2.436 -1.473 -0.659 0.307
```

***

(3)
# H6O3

A 3-piece molecular cluster, H6O3 overall (ωB97M-V/def2-TZVPD, the Open Molecules 2025 dataset).

For the energy relative to the best compared isomer or geometry (same formula, charge and spin), the calculation gives 0.399 eV. The frontier orbital gap is 11.28 eV. Its HOMO energy is -11.0288 eV. The value obtained for the molar mass is 54.05 g/mol. The net charge is 0. Its SMILES is O.O.O.

```
9
Properties=species:S:1:pos:R:3:mulliken_charge:R:1
O -0.680 0.795 2.414 -0.653
H -1.433 0.372 1.992 0.283
H -0.084 1.030 1.684 0.388
O 0.539 -1.770 -1.356 -0.650
H 0.154 -1.748 -2.239 0.327
H -0.199 -1.626 -0.752 0.325
O 0.590 1.222 -0.269 -0.667
H -0.147 1.120 -0.881 0.305
H 1.260 0.605 -0.593 0.342
```

***

Look up the molar mass of the third one. 54.05 g/mol